*one*
Entry from OMol25: a 5-piece molecular cluster, H9O4S overall (ωB97M-V with the def2-TZVPD basis set).

For the HOMO-LUMO gap, the calculation gives 6.859 eV. Its LUMO energy is 3.09 eV. As for the HOMO energy: -0.1386 hartree.

ORCA input file:
```
! wB97M-V def2-TZVPD RIJCOSX def2/J DEFGRID3
* xyz -1 1
S -0.7475 -0.1981 0.1211
H -0.3272 -1.4601 0.3832
H 3.7299 -4.1410 0.4281
H 4.3531 -3.7428 1.7950
O 4.5539 -4.2915 1.0359
H -3.9700 1.0565 -0.5081
H -3.0505 0.1932 -1.3735
O -4.0167 0.5156 -1.3051
H -1.7210 3.0961 0.9863
H -1.2966 3.6645 -0.2645
O -1.8848 3.8913 0.4320
H 1.7058 -0.0513 -0.6837
H 2.4604 0.6998 0.3281
O 2.6070 0.3666 -0.5413
*
```

Electronic structure analysis, natural (NBO) charges in units of e: atom 1 (S): -1.07, atom 2 (H): 0.10, atom 3 (H): 0.48, atom 4 (H): 0.47, atom 5 (O): -0.95, atom 6 (H): 0.47, atom 7 (H): 0.51, atom 8 (O): -0.98, atom 9 (H): 0.48, atom 10 (H): 0.47, atom 11 (O): -0.95, atom 12 (H): 0.50, atom 13 (H): 0.46, atom 14 (O): -0.99

*two*
Entry from OMol25: a 5-piece molecular cluster, H9O4S overall (ωB97M-V with the def2-TZVPD basis set).

For the HOMO-LUMO gap, the calculation gives 7.463 eV. Its LUMO energy is 3.60 eV. As for the HOMO energy: -0.1420 hartree.

ORCA input file:
```
! wB97M-V def2-TZVPD RIJCOSX def2/J DEFGRID3
* xyz -1 1
S -1.8522 0.9339 0.2040
H -0.5348 0.9252 0.4909
H 2.6420 1.1152 1.2469
H 1.6017 0.2294 0.6058
O 2.4143 0.7183 0.4013
H -1.1453 -1.2535 -0.6049
H 0.1676 -1.2664 -1.3466
O -0.4887 -1.8824 -0.9887
H -0.2158 0.8645 -1.6691
H 1.2793 1.0710 -1.3554
O 0.6829 0.6935 -2.0133
H 0.8064 -1.8216 1.4048
H -0.1309 -0.8142 1.9829
O 0.7235 -1.2387 2.1728
*
```

Electronic structure analysis, natural (NBO) charges in units of e: atom 1 (S): -1.00, atom 2 (H): 0.06, atom 3 (H): 0.47, atom 4 (H): 0.49, atom 5 (O): -0.97, atom 6 (H): 0.50, atom 7 (H): 0.48, atom 8 (O): -1.02, atom 9 (H): 0.50, atom 10 (H): 0.48, atom 11 (O): -1.00, atom 12 (H): 0.48, atom 13 (H): 0.49, atom 14 (O): -0.98

Which one sits at the bottom of the stability order? *one* does.